24
Properties=species:S:1:pos:R:3:forces:R:3 method="wB97M-V/def2-TZVPD" total_charge=0 e_above_lowest_kj_mol=474.1 homo_ev=-7.6 gap_ev=8.510 total_energy_ha=-405.55673
C -0.6884 -0.4409 0.5538 -6.2 0.9 2.2
C -0.7070 0.5811 -0.4644 5.5 -0.5 -1.6
C 0.0941 -0.3366 1.8371 0.1 0.1 -0.3
C -2.4561 0.0713 1.1376 2.0 -1.9 -0.1
C 2.3507 1.0464 -0.1428 0.0 0.2 0.2
C 1.3358 0.1514 -0.7973 -1.0 1.2 -1.2
N -1.3870 0.3821 -1.6441 -1.4 -0.8 -0.8
C 1.6961 -0.6527 -1.8005 -0.5 0.1 0.3
O -0.8604 -1.7433 0.0777 0.5 0.2 0.1
H 0.0247 -2.0332 -0.2027 -0.1 0.0 -0.1
H -0.6976 1.6073 -0.1123 0.4 0.0 0.1
H -1.0296 0.6181 -2.5574 0.6 0.7 0.5
H -1.8372 -0.5153 -1.7785 0.2 -0.1 0.7
H 0.2649 0.7035 2.1193 0.0 0.0 -0.1
H -0.4503 -0.8282 2.6473 0.0 0.0 -0.2
H 1.0538 -0.8455 1.7351 0.1 0.1 0.0
H -2.3982 0.9627 1.7611 0.2 -0.1 0.0
H -3.1817 0.1959 0.3374 0.3 0.0 -0.2
H -2.6994 -0.8286 1.6988 -0.3 0.2 0.3
H 1.9551 2.0600 -0.0125 0.0 -0.1 0.0
H 2.6337 0.6825 0.8500 -0.1 0.1 0.0
H 3.2829 1.1335 -0.7199 -0.2 -0.1 0.0
H 0.9860 -1.2900 -2.3258 -0.1 0.2 0.0
H 2.7153 -0.6815 -2.1970 -0.1 -0.1 0.3